No. 1
{
  "formula": "C26H48OP2Yb",
  "method": "ωB97M-V with the def2-TZVPD basis set",
  "elements": ["H", "H", "Yb", "H", "C", "H", "C", "C", "H", "C", "C", "C", "H", "H", "H", "H", "C", "H", "H", "H", "H", "H", "H", "C", "H", "C", "H", "H", "H", "H", "C", "H", "H", "P", "H", "H", "H", "P", "C", "H", "H", "H", "C", "H", "H", "H", "H", "H", "H", "H", "C", "H", "C", "H", "H", "H", "C", "C", "C", "H", "C", "H", "C", "C", "C", "H", "C", "H", "C", "O", "C", "H", "H", "C", "H", "H", "H", "C"],
  "positions_angstrom": [[-0.8828, -4.3951, -0.7706], [-0.0186, 3.9891, 1.6601], [-1.3407, -1.6944, -1.0779], [-2.8875, 0.7408, 3.4114], [-1.0176, -4.0269, 0.2640], [2.8727, 1.2129, -4.2789], [3.2271, -1.1382, 0.2358], [-1.0377, 3.6777, 1.9237], [0.8184, -2.9991, -2.2503], [-1.0015, -2.2729, 2.8723], [0.9768, 2.8953, -2.8619], [-2.3101, 0.3468, -0.9451], [4.4802, 2.4580, 3.6716], [1.6828, 0.0592, -3.6143], [-2.1148, 1.8697, -2.4065], [-1.4160, 4.2985, 2.7459], [-2.1719, -2.3505, -2.9909], [0.5608, 3.6151, -2.1467], [4.0441, -1.7742, 0.6219], [-4.3189, -2.4474, -3.0447], [-4.5326, -2.1412, -0.4808], [-1.5175, 0.8782, -0.3821], [3.3902, 3.4771, -0.8314], [3.6621, 2.6922, -1.5497], [3.3876, -0.1321, 0.6519], [4.2886, 2.0195, 2.6747], [1.6633, -4.3348, -1.4440], [4.1442, 3.1143, -2.4349], [2.5022, -2.8065, -1.7974], [-3.4606, -0.2011, -3.9316], [-2.7015, 0.9542, -2.2560], [-1.0207, -1.3252, 3.4294], [-3.0833, 2.5180, 3.5770], [2.1367, 1.7828, -1.9674], [4.3239, 1.9638, -1.0591], [-4.7930, -0.8723, -1.6643], [-1.1761, -4.9201, 0.8976], [-0.9866, 1.9221, 2.4597], [1.9010, -1.7081, 0.5987], [3.3675, -1.0617, -0.8520], [-3.5776, -3.4989, -1.8952], [3.3818, -0.0173, -3.0944], [1.1992, -2.7045, -0.1160], [-1.6570, -3.2952, -3.2235], [-3.1228, -0.7357, 0.7398], [-0.5560, -1.0308, -3.5680], [-2.0118, -2.4210, 2.4611], [0.1459, 2.2906, -3.2640], [-3.3744, 1.7083, 1.9964], [4.3080, 0.9178, 2.7683], [0.0513, -2.2704, 1.8284], [-0.8307, -3.0800, 3.6014], [0.0951, -3.1168, 0.6897], [0.9683, -0.4617, 3.6898], [1.9197, 0.4753, 2.5107], [-2.0044, -3.4842, 0.3188], [2.5723, 0.6688, -3.3756], [-2.4848, 0.0587, -3.4918], [2.9597, 2.3847, 2.2321], [5.0467, 2.3412, 1.9356], [-0.3491, 2.2465, 4.1567], [-0.9061, 3.0897, 4.5827], [-3.0866, -0.6200, -0.3657], [1.5540, -3.2398, -1.4575], [-1.6129, -1.1399, -3.2576], [-0.4851, 1.3554, 4.7807], [-3.4978, -2.4852, -2.3182], [2.6198, -0.9345, 3.3125], [1.6887, -0.5442, 2.8696], [2.2636, 3.2447, 1.8262], [-2.7616, 1.7086, 2.9067], [-3.7640, 1.2407, -2.2669], [0.7178, 2.4944, 4.1195], [1.2045, -1.4520, 1.7954], [-1.6865, 3.7765, 1.0455], [-2.0112, 0.6874, -4.2568], [1.4505, 3.4408, -3.6852], [-4.0064, -1.4817, -1.1882]],
  "forces_ev_per_a": [[-0.0445, 0.0538, 0.2776], [-0.4015, 0.1016, 0.0075], [5.0576, -2.3530, 3.7027], [-0.0553, 0.2470, -0.0983], [-0.4902, -0.2779, 0.0776], [-0.0185, -0.0644, 0.1133], [0.5172, -0.0291, -0.1344], [0.0690, -0.0034, -0.1137], [0.0906, -0.1472, 0.0566], [-0.2871, -0.1420, 0.6278], [0.2496, 0.3962, 0.0928], [0.3730, 2.3730, -0.4401], [-0.2198, -0.0119, -0.4344], [0.3442, 0.2709, 0.1116], [-0.2128, -0.0837, 0.1654], [0.0272, 0.0329, -0.2850], [0.2319, -1.5039, -1.7883], [-0.0044, -0.0813, -0.2180], [-0.1492, 0.2096, -0.1016], [0.1851, -0.1096, -0.1202], [0.0006, 0.3049, -0.2655], [-0.6892, -0.1689, 0.0930], [0.1931, -0.0728, -0.2352], [-0.0797, 0.1163, -0.4304], [-0.1587, -0.0963, -0.1062], [0.4581, -1.4294, 0.3954], [-0.0077, 0.2563, -0.1422], [0.1929, 0.1399, 0.2347], [-0.1921, -0.1924, -0.0063], [0.3295, -0.3162, 0.2060], [-0.0641, 0.6700, -0.6689], [-0.0125, -0.2239, -0.1355], [-0.0513, -0.2131, -0.1583], [-1.1861, -1.2258, 0.3519], [-0.0571, 0.2490, -0.1767], [0.2928, -0.0298, 0.1252], [0.1378, 0.4082, -0.2653], [-0.1593, -0.0441, -0.0059], [-0.2329, -0.5867, -0.8174], [-0.0317, 0.0304, 0.3029], [0.1724, 0.1903, -0.1389], [-0.1782, 0.1322, -0.0613], [0.3796, 0.7075, 0.3948], [-0.0646, 0.3561, 0.0863], [-0.0043, 0.0357, -0.6912], [-0.5408, -0.4157, -0.1471], [0.2028, 0.0039, 0.0553], [0.3731, 0.1506, 0.2140], [0.0941, 0.0006, 0.2111], [0.2240, 0.4431, 0.0275], [-0.0398, -0.3194, -0.6854], [-0.1719, 0.1859, -0.0608], [-0.5984, 1.0948, 0.4030], [0.0918, 0.1323, -0.1869], [0.1183, 0.8489, -0.3615], [0.1752, -0.5509, 0.0372], [0.2062, -0.0184, 0.0222], [-0.1776, 0.9930, -0.3909], [-2.6627, 4.3093, -1.8459], [-0.5020, 0.0540, 0.2068], [-0.0272, -0.1252, 0.0261], [0.1890, -0.1795, 0.1253], [-1.7497, 0.0924, 2.4735], [0.3172, -0.3138, -0.3667], [0.0700, 0.9072, -2.1435], [0.0897, 0.2060, -0.0263], [-1.3238, -0.4975, 0.0692], [0.0341, 0.2817, -0.1467], [-0.2433, -1.4170, 0.2988], [2.5367, -3.9610, 1.6305], [0.0538, -0.0796, -0.0027], [0.2083, 0.1777, 0.2486], [-0.1597, -0.0223, 0.1270], [0.0467, 0.5133, 0.4662], [0.1709, 0.0796, 0.1441], [-0.0233, -0.2216, -0.0354], [-0.1027, -0.0407, 0.0392], [-1.1287, -0.1866, 0.1904]],
  "lowdin_charge": [0.0824, 0.0063, 1.3759, 0.0319, -0.0792, 0.0439, -0.0553, -0.3103, 0.0544, -0.0478, -0.3096, -0.3054, 0.1357, 0.0185, 0.0942, 0.0427, -0.2956, 0.0301, 0.0961, 0.1248, 0.1146, 0.0808, 0.0209, -0.3198, 0.0398, 0.0237, 0.0940, 0.0433, 0.0753, 0.1201, -0.2000, 0.0576, 0.0446, 0.7634, 0.0239, 0.1176, 0.1080, 0.7742, -0.2318, 0.0514, 0.1098, 0.0271, -0.2937, 0.1177, 0.1043, 0.1076, 0.0690, 0.0221, 0.0321, 0.0993, -0.2488, 0.0918, -0.3088, 0.0672, 0.0233, 0.0611, -0.3049, -0.1846, -0.0528, 0.1330, -0.3142, 0.0412, -0.3366, -0.0504, -0.2606, 0.0372, -0.2024, 0.0989, -0.0531, 0.2241, -0.3050, 0.1157, 0.0127, -0.2158, 0.0398, 0.1091, 0.0438, -0.1916],
  "energy_ev": -79881.201,
  "charge": 1,
  "multiplicity": 2,
  "homo_lumo_gap_ev": [2.682, 3.872]
}

---

No. 2
{
  "formula": "C14H33N7NiO6",
  "method": "ωB97M-V with the def2-TZVPD basis set",
  "elements": ["H", "O", "H", "H", "H", "H", "N", "O", "H", "N", "H", "H", "H", "C", "O", "O", "N", "H", "H", "C", "H", "C", "H", "H", "O", "H", "H", "H", "C", "C", "N", "N", "H", "C", "C", "H", "C", "H", "C", "H", "H", "H", "H", "H", "H", "H", "H", "C", "H", "H", "O", "C", "C", "N", "Ni", "H", "C", "N", "H", "C", "H"],
  "positions_angstrom": [[-2.3766, -3.1265, 0.5292], [-3.5382, -1.8272, -2.3391], [-1.0465, 0.6762, 4.2207], [-4.9840, -1.1921, 0.0648], [1.2864, -0.9319, -4.1335], [-3.3608, 0.1785, -3.6388], [1.6077, 2.8870, 0.7063], [-2.7775, 0.4389, 1.4560], [3.3407, 2.3429, 2.3593], [0.1114, -1.4852, -1.6703], [-0.4191, 2.5930, 1.1594], [-1.2455, -3.5805, -0.8563], [2.2104, 4.7645, 0.0206], [1.9905, 1.6477, 0.2605], [-2.7964, 0.8299, -1.0767], [1.2753, -2.0487, -1.7084], [-1.8965, -0.0158, -1.3407], [1.1396, -0.9486, 4.1913], [4.8947, 2.2097, 1.5015], [1.0548, -1.7729, 3.4725], [3.7431, -0.7740, 0.6278], [-1.9987, -2.8560, -0.4775], [-1.4998, -0.9716, 4.6315], [0.2958, -2.4179, -4.2538], [-5.2126, -0.7964, -0.7919], [4.2143, 0.7954, 2.3497], [3.3433, -0.1342, -0.9849], [3.5413, 3.7461, 0.6084], [-1.1054, -0.6615, 2.5584], [0.2621, -1.3273, -4.1228], [-1.7259, -0.3833, 1.3998], [0.3271, -1.7237, 1.0990], [-3.8450, -2.4386, -3.0217], [-0.3899, -0.9864, -2.8354], [0.2124, 3.2007, 0.4981], [-2.2853, 1.6122, -3.5168], [-1.6158, -0.1933, 3.8691], [1.4964, -2.2995, -0.2362], [3.8616, 0.0738, -0.0547], [-2.8104, -2.6636, -1.2576], [-2.9449, 0.6549, 0.4456], [-0.2973, -0.8770, -4.9472], [1.4801, 0.0179, -0.6104], [0.0478, 4.2625, 0.6969], [-0.0741, 2.9598, -0.5336], [-1.9183, 0.3227, -4.6892], [-2.6685, 0.0892, 3.7917], [2.5022, 4.0276, 0.7784], [-4.5857, -1.2656, -1.4825], [4.9228, 0.2370, -0.2519], [1.4725, -2.3400, 0.8095], [3.9644, 1.6849, 1.7552], [-2.3214, 0.5283, -3.6916], [1.0855, 0.9104, -0.3153], [-1.0105, -1.1929, -0.1390], [2.4139, 4.4883, 1.7702], [0.1087, -1.4123, 2.3818], [3.3034, 1.2805, 0.5231], [2.0483, -2.0014, 3.0691], [-1.5167, -0.1533, -2.6492], [0.7090, -2.6612, 4.0216]],
  "forces_ev_per_a": [[0.3739, 0.0367, -0.3668], [-0.3711, -0.1782, -1.3522], [-0.1106, -0.0426, -0.0798], [-0.1701, 0.1290, -0.4558], [-0.1633, -0.2214, -0.0520], [0.3208, 0.0494, 0.2078], [0.2042, -0.0869, 0.1595], [-0.2309, 0.0923, -1.0467], [0.0384, -0.1599, -0.0954], [-0.2787, 0.1606, -1.2825], [0.0477, 0.1909, -0.1552], [-0.2651, 0.3647, 0.5164], [0.1344, -0.0105, 0.0848], [-0.4285, -0.6537, 0.0117], [0.7376, -0.8589, -0.0307], [-1.1145, 0.1519, 0.4271], [-0.0523, 0.8733, -0.5582], [-0.0326, -0.1762, -0.1248], [-0.0180, -0.0777, 0.3004], [0.1870, -0.0118, 0.2496], [0.0334, -0.1130, -0.0969], [-0.5584, -2.2723, 0.4285], [-0.0250, 0.0634, -0.1849], [0.0703, 0.3029, 0.0807], [0.2636, -0.2590, 0.3040], [-0.0293, 0.1167, -0.0422], [0.1946, -0.1665, -0.1613], [-0.2356, 0.0614, -0.0550], [-1.7440, 0.7855, -2.3453], [0.0561, 0.3088, -0.2093], [1.0465, -0.9555, 2.7829], [-0.1904, 0.7773, 3.1363], [-0.0821, 0.2031, 0.1040], [-0.1596, -0.1449, 1.3326], [-0.4403, -0.0163, -0.0799], [-0.1214, -0.1913, -0.0499], [-0.0174, 0.1907, 0.3202], [0.1364, -0.2585, 0.5779], [-0.3272, 0.3261, 0.1263], [0.7042, 0.5744, 0.5011], [-0.2166, -0.1012, 0.8549], [0.1907, -0.1929, 0.1163], [-0.0114, 0.3044, 0.3888], [0.0087, -0.1789, 0.0665], [-0.0795, 0.1804, 0.1785], [-0.1373, 0.0758, 0.2524], [0.2278, -0.0501, 0.0035], [-0.0800, 0.0920, -0.0296], [-0.3967, 0.3126, 0.4773], [-0.0259, -0.0890, -0.0398], [0.1362, -0.2924, -0.8507], [0.1764, -0.0364, -0.1740], [0.3334, 0.2826, -0.3794], [0.8290, 0.0563, -0.2394], [1.5860, 1.9577, -0.7681], [0.1466, 0.0987, -0.1753], [0.8123, -1.1879, -2.7030], [-0.0454, 0.2993, 0.0710], [-0.3292, 0.1024, 0.0391], [-0.5314, -0.7452, 0.2273], [0.0233, 0.2077, -0.1431]],
  "lowdin_charge": [0.0282, -0.3653, 0.1010, -0.0015, 0.0955, 0.0974, -0.1763, -0.0025, 0.0800, -0.1192, 0.0816, 0.0314, 0.0912, -0.4301, 0.0120, -0.0817, -0.0829, 0.0894, 0.0894, -0.0007, 0.0842, -0.0230, 0.0936, 0.1027, -0.1651, 0.0874, 0.0795, 0.0734, -0.2141, 0.0006, -0.0509, -0.0621, -0.0041, -0.2110, -0.0724, 0.0980, -0.0021, 0.0583, -0.0548, -0.0141, 0.0777, 0.0744, -0.0037, 0.0859, 0.0806, 0.0765, 0.0882, -0.0690, -0.0420, 0.0922, -0.0207, -0.0743, -0.0029, 0.1424, 0.4597, 0.0924, -0.2160, -0.1654, 0.0823, -0.2015, 0.1024],
  "energy_ev": -78802.327,
  "charge": 0,
  "multiplicity": 3,
  "homo_lumo_gap_ev": [6.815, 5.921]
}

---

Across the entries above, ΔE to the lowest compared entry with this formula, charge and spin takes the values 44.7; 0.0 kcal per mole, respectively.